# 1
{
  "formula": "C5H9NOS",
  "method": "the ωB97M-V functional and the def2-TZVPD basis",
  "species": ["C", "C", "C", "C", "C", "N", "O", "S", "H", "H", "H", "H", "H", "H", "H", "H", "H"],
  "positions_angstrom": [[1.09, 1.87, 1.24], [-1.34, -0.94, 0.41], [1.23, 0.98, 0.30], [-2.48, -1.82, -0.13], [1.32, 1.16, -1.20], [-0.23, -1.45, 0.72], [2.21, -1.42, -0.24], [1.42, -0.76, 0.88], [1.31, 1.55, 2.24], [0.98, 2.93, 1.03], [-1.31, 0.15, 0.20], [-2.21, -1.86, -1.12], [-3.45, -1.40, -0.01], [-2.47, -2.84, 0.33], [1.33, 2.38, -1.33], [0.46, 0.79, -1.80], [2.13, 0.68, -1.52]],
  "nbo_charge": [-0.389, 0.157, -0.201, -0.648, -0.635, -0.624, -0.936, 1.340, 0.211, 0.211, 0.156, 0.230, 0.218, 0.236, 0.207, 0.227, 0.241],
  "fmax_ev_per_a": 6.5,
  "homo_energy_ev": -9.23,
  "total_energy_ev": -19700.52543,
  "relative_energy_kj_mol": 364.5,
  "total_charge": 0
}

***

# 2
{
  "formula": "C5H9NS2",
  "method": "the ωB97M-V functional and the def2-TZVPD basis",
  "species": ["N", "C", "C", "C", "S", "C", "C", "S", "H", "H", "H", "H", "H", "H", "H", "H", "H"],
  "positions_angstrom": [[-1.69, -0.52, 1.21], [-0.19, -0.44, 1.11], [0.41, 0.83, 0.44], [1.81, 0.34, -0.05], [1.30, -0.86, -1.51], [-0.46, -0.29, -1.63], [-0.22, 1.02, -0.86], [-0.68, 2.21, 0.50], [-2.01, -0.04, 2.24], [-1.82, -1.60, 1.56], [0.14, -0.54, 2.15], [0.11, -1.26, 0.44], [2.37, -0.27, 0.67], [2.43, 0.99, -0.75], [-0.71, -0.12, -2.76], [-1.10, -1.04, -1.20], [0.34, 1.60, -1.53]],
  "nbo_charge": [-0.840, -0.262, -0.264, -0.461, 0.104, -0.528, -0.264, 0.232, 0.356, 0.352, 0.194, 0.212, 0.228, 0.249, 0.248, 0.235, 0.211],
  "fmax_ev_per_a": 4.9,
  "homo_energy_ev": -8.69,
  "total_energy_ev": -28487.51926,
  "relative_energy_kj_mol": 397.2,
  "smiles": "NC[C@@]12CSC[C@H]1S2",
  "total_charge": 0
}

***

# 3
{
  "formula": "C5H9NS2",
  "method": "the ωB97M-V functional and the def2-TZVPD basis",
  "species": ["N", "C", "C", "S", "C", "C", "C", "S", "H", "H", "H", "H", "H", "H", "H", "H", "H"],
  "positions_angstrom": [[-0.69, 2.14, -0.10], [0.04, 0.91, 0.07], [1.46, 0.94, -0.53], [2.07, -0.76, -0.24], [0.38, -1.09, 0.50], [0.25, 0.16, 1.39], [-0.56, -0.43, -0.49], [-2.31, -0.71, -0.14], [-0.19, 2.93, 0.30], [-1.57, 2.11, 0.41], [2.12, 1.66, -0.01], [1.41, 1.20, -1.60], [0.25, -2.15, 0.74], [1.11, 0.38, 2.04], [-0.63, 0.14, 2.04], [-0.42, -0.65, -1.54], [-2.79, 0.05, -1.15]],
  "nbo_charge": [-0.829, 0.109, -0.525, 0.166, -0.304, -0.451, -0.354, -0.039, 0.364, 0.371, 0.218, 0.226, 0.243, 0.217, 0.222, 0.228, 0.137],
  "fmax_ev_per_a": 1.7,
  "homo_energy_ev": -8.62,
  "total_energy_ev": -28490.71390,
  "relative_energy_kj_mol": 89.0,
  "smiles": "N[C@@]12CS[C@@H](C1)[C@H]2S",
  "total_charge": 0
}

***

# 4
{
  "formula": "C5H9NS2",
  "method": "the ωB97M-V functional and the def2-TZVPD basis",
  "species": ["C", "C", "C", "N", "H", "H", "H", "H", "H", "C", "S", "C", "S", "H", "H", "H", "H"],
  "positions_angstrom": [[1.72, 0.12, -1.52], [1.54, -1.38, -1.11], [1.01, -1.51, 0.07], [0.87, -1.72, 1.28], [0.74, 0.48, -1.80], [2.41, 0.12, -2.33], [2.05, 0.67, -0.65], [1.89, -2.21, -1.69], [-0.05, -1.72, 1.60], [-2.19, 0.13, 1.82], [-1.84, 1.49, 0.64], [-2.28, 0.71, -0.83], [-3.10, -0.70, -1.04], [-1.31, 0.12, 2.54], [-2.36, -0.81, 1.51], [-3.08, 0.47, 2.49], [-2.38, 1.36, -1.79]],
  "nbo_charge": [-0.601, -0.406, 0.406, -0.644, 0.211, 0.217, 0.214, 0.246, 0.355, -0.749, 0.367, -0.550, -0.019, 0.231, 0.236, 0.238, 0.247],
  "fmax_ev_per_a": 6.6,
  "homo_energy_ev": -8.73,
  "total_energy_ev": -28488.50283,
  "relative_energy_kj_mol": 302.3,
  "smiles": "CC=C=N.CSC=S",
  "total_charge": 0
}

***

# 5
{
  "formula": "C5H9NSi",
  "method": "the ωB97M-V functional and the def2-TZVPD basis",
  "species": ["C", "C", "C", "C", "C", "N", "Si", "H", "H", "H", "H", "H", "H", "H", "H", "H"],
  "positions_angstrom": [[2.10, -0.10, 0.71], [1.47, 1.19, 1.01], [1.47, -0.72, -0.31], [0.36, 1.46, 0.26], [0.01, 0.45, -0.77], [-2.02, -0.95, 0.62], [-1.59, -0.54, -1.01], [2.93, -0.50, 1.35], [1.96, 1.67, 1.84], [1.73, -1.77, -0.62], [-0.30, 2.29, 0.54], [0.38, 0.70, -1.73], [-2.81, -1.51, 0.93], [-2.14, -0.02, 0.98], [-2.54, 0.01, -2.04], [-1.02, -1.66, -1.76]],
  "nbo_charge": [-0.300, -0.222, -0.141, -0.220, -0.662, -1.246, 1.313, 0.223, 0.212, 0.212, 0.214, 0.248, 0.399, 0.373, -0.198, -0.206],
  "fmax_ev_per_a": 4.4,
  "homo_energy_ev": -8.41,
  "total_energy_ev": -14696.22370,
  "relative_energy_kj_mol": 162.9,
  "total_charge": 0
}

***

# 6
{
  "formula": "C5H9O",
  "method": "the ωB97M-V functional and the def2-TZVPD basis",
  "species": ["C", "O", "C", "C", "C", "C", "H", "H", "H", "H", "H", "H", "H", "H", "H"],
  "positions_angstrom": [[-1.42, -0.23, 0.55], [-4.25, 0.27, -0.24], [-0.03, -0.13, 0.03], [1.07, 0.25, 0.83], [2.33, 0.51, 0.17], [2.79, -0.08, -0.94], [-2.01, 0.64, 0.24], [-4.77, 0.66, 0.47], [0.67, -1.06, 0.38], [-2.04, -1.01, 0.11], [0.05, 0.05, -1.05], [-1.48, -0.31, 1.63], [3.05, 1.21, 0.59], [2.29, -0.93, -1.39], [3.75, 0.16, -1.39]],
  "nbo_charge": [-0.666, -1.367, -0.348, -0.131, -0.281, -0.422, 0.306, 0.389, 0.294, 0.256, 0.189, 0.209, 0.208, 0.179, 0.185],
  "fmax_ev_per_a": 1.5,
  "homo_energy_ev": -2.38,
  "total_energy_ev": -7373.43752,
  "relative_energy_kj_mol": 361.9,
  "total_charge": -1
}

***

# 7
{
  "formula": "C5H9O5",
  "method": "the ωB97M-V functional and the def2-TZVPD basis",
  "species": ["O", "O", "H", "C", "C", "C", "C", "C", "O", "H", "O", "O", "H", "H", "H", "H", "H", "H", "H"],
  "positions_angstrom": [[-1.70, -0.81, 2.66], [-2.50, -1.39, 3.64], [-2.19, -1.12, 1.87], [-1.60, 0.77, -0.84], [-0.35, 0.15, -1.27], [0.81, 0.01, -0.50], [1.99, -0.49, -1.24], [1.00, 0.43, 0.95], [1.17, 1.86, 0.92], [0.48, 2.24, 1.49], [-0.49, -0.76, -2.30], [-2.68, 0.27, -1.23], [-1.64, 1.42, 0.06], [2.92, -0.44, -0.68], [1.90, -1.53, -1.61], [2.13, 0.13, -2.15], [0.21, -0.03, 1.61], [1.97, 0.04, 1.29], [-1.42, -0.73, -2.65]],
  "lowdin_spin": [0.249, 0.758, -0.004, 0.173, 0.426, 0.587, 0.096, 0.058, 0.065, 0.003, 0.194, 0.318, 0.004, 0.000, 0.030, 0.024, 0.011, 0.004, 0.002],
  "multiplicity": 4,
  "fmax_ev_per_a": 4.6,
  "homo_energy_ev": [-6.90, -9.97],
  "total_energy_ev": -15560.21321,
  "s2": 3.767,
  "relative_energy_kj_mol": 220.4,
  "total_charge": 0
}

***

# 8
{
  "formula": "C5H9O5",
  "method": "the ωB97M-V functional and the def2-TZVPD basis",
  "species": ["O", "O", "H", "O", "C", "C", "C", "C", "O", "C", "O", "H", "H", "H", "H", "H", "H", "H", "H"],
  "positions_angstrom": [[1.41, 2.53, -2.67], [1.68, 1.28, -2.23], [2.56, 1.91, 1.02], [1.70, 1.82, 0.58], [1.39, 0.44, 0.50], [-0.03, 0.34, -0.03], [-0.81, -0.93, 0.30], [-1.59, -1.55, -0.86], [-0.34, -2.11, -0.39], [-1.26, -1.08, 1.71], [-0.56, 1.26, -0.64], [0.50, 2.76, -2.38], [2.05, -0.11, -0.19], [1.42, -0.06, 1.49], [-2.48, -2.13, -0.59], [-1.54, -1.06, -1.83], [-1.79, -0.18, 2.04], [-1.93, -1.93, 1.81], [-0.38, -1.20, 2.35]],
  "lowdin_spin": [0.280, 0.724, 0.002, 0.018, 0.155, 0.601, 0.133, -0.001, 0.076, 0.035, 0.922, -0.001, 0.029, 0.014, 0.001, 0.002, 0.003, 0.008, 0.001],
  "multiplicity": 4,
  "fmax_ev_per_a": 5.6,
  "homo_energy_ev": [-6.07, -10.34],
  "total_energy_ev": -15558.73965,
  "s2": 3.760,
  "relative_energy_kj_mol": 362.6,
  "total_charge": 0
}

***

- What is the formula in the second record?
  C5H9NS2